{"formula": "C33H36BrGaN4OS2", "method": "ωB97M-V/def2-TZVPD", "e_tot_ha": -6868.650671, "gap_ev": 7.064, "relative_energy_ev": 0.690, "elements": ["O", "C", "C", "N", "C", "C", "H", "N", "H", "C", "H", "Br", "C", "H", "C", "C", "H", "C", "C", "H", "C", "C", "C", "H", "C", "C", "H", "H", "H", "H", "H", "H", "C", "Ga", "H", "C", "H", "H", "H", "C", "N", "C", "H", "H", "H", "H", "C", "C", "C", "H", "C", "C", "H", "C", "H", "C", "C", "C", "H", "H", "H", "C", "C", "H", "H", "C", "C", "H", "H", "H", "H", "N", "S", "H", "C", "H", "S", "H"], "xyz": [[-0.362, -0.733, -0.883], [-0.287, 1.792, 4.188], [0.473, 4.693, -1.302], [-1.803, 0.141, 2.221], [-3.811, 3.025, -0.812], [-0.268, 3.543, -1.518], [0.101, -3.873, -3.512], [-1.316, 1.032, 1.349], [-0.208, -4.264, 0.766], [-4.240, 3.389, -3.140], [-0.569, 3.237, -2.513], [1.887, 1.267, -0.738], [-1.003, 3.386, 5.841], [5.825, -4.641, 0.295], [0.964, -2.764, -1.143], [4.983, -4.045, -2.267], [4.662, -3.623, 1.156], [-5.099, 4.425, -2.815], [-2.743, -0.645, 1.750], [1.107, -5.064, -2.681], [3.422, -2.540, -1.007], [-1.526, 3.749, 3.526], [0.421, 4.195, 1.033], [-5.609, 4.967, -3.602], [-1.560, -3.276, -1.443], [-0.106, -4.805, -0.177], [-1.049, 3.706, 6.874], [0.772, 5.307, -2.140], [-4.860, 4.296, 0.551], [-1.673, -2.534, -2.231], [4.092, -4.971, 0.165], [-3.339, 2.482, -0.009], [4.778, -3.234, -0.979], [-1.542, 0.621, -0.735], [2.354, -4.356, -1.248], [2.000, -0.627, -0.888], [-1.995, 4.336, 2.745], [-3.984, -2.145, 2.328], [-2.795, -1.677, 3.497], [-0.336, 3.066, 0.732], [-3.136, -1.657, 2.550], [5.932, -2.235, -0.860], [0.206, 0.868, 3.921], [0.679, 4.409, 2.059], [-1.853, -2.830, -0.501], [5.948, -4.556, -2.233], [-0.137, -3.817, -1.356], [0.834, 5.014, -0.003], [-4.678, 4.059, -0.490], [4.111, -0.498, -0.823], [0.136, -4.567, -2.670], [-0.833, 2.151, 1.767], [-2.245, -4.102, -1.652], [-1.600, 4.151, 4.850], [4.973, -3.387, -3.138], [-5.323, 4.770, -1.490], [4.838, -4.177, 0.232], [-0.347, 2.209, 5.507], [-2.123, 5.063, 5.109], [-4.073, 3.122, -4.176], [-0.939, -5.507, -0.262], [3.270, -1.170, -0.899], [-0.868, 2.567, 3.188], [6.882, -2.771, -0.868], [1.430, 5.895, 0.199], [-3.577, 2.673, -2.141], [2.256, -3.282, -1.137], [4.206, -4.798, -2.402], [-0.633, -5.326, -2.822], [5.938, -1.533, -1.697], [0.116, 1.607, 6.278], [-0.651, 2.751, -0.526], [-2.489, 1.377, -2.691], [-5.998, 5.577, -1.238], [0.808, -1.364, -0.969], [0.821, -5.380, -0.141], [-3.512, -0.472, 0.218], [5.874, -1.671, 0.073]], "forces_ev_per_angstrom": [[0.01, -0.80, -0.27], [0.04, 0.05, -0.07], [0.07, 0.04, 0.10], [0.07, -0.37, 0.68], [0.04, -0.07, -0.06], [-0.11, 0.09, -0.14], [0.01, -0.02, -0.02], [-0.01, 0.51, -0.66], [-0.02, -0.03, 0.01], [0.05, -0.03, 0.01], [0.01, -0.06, 0.04], [0.42, -0.40, -0.05], [0.00, 0.02, 0.00], [-0.02, -0.04, 0.00], [-0.09, 0.13, -0.04], [0.01, 0.05, 0.02], [-0.01, -0.02, 0.00], [-0.07, 0.06, -0.05], [0.12, 0.06, -0.16], [-0.06, 0.01, -0.02], [0.01, 0.02, 0.00], [0.03, -0.13, -0.07], [-0.12, -0.13, 0.08], [0.03, -0.02, -0.02], [0.05, 0.12, -0.01], [0.00, 0.02, -0.04], [-0.01, -0.01, 0.00], [-0.03, 0.00, 0.00], [0.04, 0.00, -0.01], [-0.02, 0.05, 0.01], [-0.01, 0.02, -0.01], [0.04, -0.09, 0.10], [0.12, -0.07, 0.01], [-0.65, 0.60, 0.31], [0.02, 0.06, 0.04], [0.02, 0.09, 0.08], [0.00, 0.05, 0.03], [0.01, -0.03, -0.01], [0.01, 0.03, -0.02], [0.09, 0.44, -0.18], [-0.06, 0.02, 0.10], [-0.10, -0.04, 0.00], [0.00, -0.02, 0.02], [0.01, 0.01, 0.00], [-0.16, 0.19, 0.13], [-0.01, -0.02, -0.02], [-0.09, -0.08, 0.03], [-0.03, -0.03, -0.15], [-0.03, 0.03, -0.04], [0.03, -0.05, 0.02], [-0.01, -0.01, 0.01], [-0.28, -0.48, 0.24], [0.04, -0.01, -0.01], [-0.02, 0.05, 0.05], [-0.01, -0.02, -0.01], [-0.02, 0.00, 0.06], [0.05, 0.04, -0.01], [0.04, -0.06, 0.00], [0.00, 0.00, -0.01], [-0.01, 0.02, -0.01], [0.02, -0.03, 0.00], [-0.03, 0.04, -0.02], [0.04, 0.06, 0.07], [0.00, -0.01, 0.01], [0.00, 0.00, 0.02], [0.06, 0.03, -0.02], [0.07, 0.02, 0.02], [0.00, 0.00, 0.01], [0.01, -0.01, -0.01], [0.01, 0.02, 0.02], [-0.01, 0.02, 0.00], [-0.26, -0.12, 0.21], [0.06, -0.33, 0.17], [-0.01, 0.00, -0.01], [0.21, 0.35, -0.06], [-0.01, 0.02, 0.01], [0.35, 0.16, -0.38], [0.01, 0.04, -0.02]], "mulliken_charge": [0.2841, -0.0505, -0.8115, -1.4281, 0.0149, -0.2584, 0.3779, 1.0854, 0.3305, -0.7944, 0.5237, -0.1482, -0.4265, 0.4652, -0.7938, -1.6269, 0.3510, -0.5582, 0.6213, 0.3058, -0.1278, -0.0873, -0.5780, 0.3693, -1.8568, -1.7282, 0.3986, 0.4527, 0.4184, 0.3709, 0.3136, 0.2433, 1.8375, -0.2252, 0.1313, -0.0758, 0.5232, 0.2320, 0.2253, 0.6391, -0.4308, -2.1653, 0.4694, 0.5939, 0.1363, 0.4581, 2.3842, -0.8061, -0.7828, 0.5724, -1.7170, 0.5640, 0.5366, -0.8394, 0.3626, -0.4853, -1.6198, -0.7576, 0.4044, 0.3865, 0.4866, -0.1287, -0.5399, 0.4291, 0.4613, 0.7238, -0.6434, 0.3125, 0.4645, 0.4018, 0.3971, 0.1641, -0.4246, 0.3745, 1.0801, 0.3323, -0.4896, 0.3946]}